The following is a quantum chemistry calculation of C11H15N3O5S in the gas phase, from the Open Molecules 2025 dataset.

Values from the calculation:
SMILES string: CS/C=C/c1nn([C@H]2C[C@H](O)[C@@H](CO)O2)c(=O)[nH]c1=O
Gap between HOMO and LUMO, eV: 7.83
Energy relative to the best compared isomer or geometry (same formula, charge and spin), kcal per mole: 6.0
E_HOMO, eV: -8.27

Geometry as ORCA input:
```
! RIJCOSX wB97M-V def2-TZVPD def2/J DEFGRID3
* xyz 0 1
O -3.457 -0.073 -0.747
O -0.668 -1.488 -3.780
N -0.341 -1.686 -0.234
O 3.795 -1.184 1.875
O 3.932 0.334 -0.699
O 2.149 -2.760 -0.982
S -2.868 -0.302 3.983
C -2.417 -0.711 -0.939
C -0.897 -1.449 -2.601
C -1.496 -1.137 0.129
C -2.664 -0.324 2.258
C -1.681 -1.029 1.613
N -2.151 -0.996 -2.253
N 0.018 -1.830 -1.591
C -4.194 0.940 4.105
C 2.168 -0.686 -2.126
C 3.098 -2.206 1.198
C 2.752 -0.505 -0.744
C 1.415 -2.009 -1.979
C 3.103 -1.920 -0.327
H 3.641 -1.344 2.835
H 4.213 0.481 0.198
H -3.399 0.224 1.654
H -0.963 -1.559 2.255
H -2.781 -0.564 -2.924
H -4.397 1.189 5.137
H -5.107 0.529 3.687
H -3.967 1.833 3.541
H 1.509 0.144 -2.408
H 3.023 -0.743 -2.814
H 2.078 -2.241 1.526
H 3.528 -3.191 1.389
H 1.947 -0.136 -0.112
H 1.496 -2.558 -2.944
H 4.087 -2.137 -0.709
*
```

---

The following is a quantum chemistry calculation of 2 unconnected molecules or ions with the total composition C11H15NOSi, from the Open Molecules 2025 dataset.

Values from the calculation:
Gap between HOMO and LUMO (alpha / beta), eV: 7.95 / 8.00
Energy relative to the best compared isomer or geometry (same formula, charge and spin), kcal per mole: 9.1
E_HOMO (alpha / beta), eV: -8.19 / -8.32

Geometry as ORCA input:
```
! RIJCOSX wB97M-V def2-TZVPD def2/J DEFGRID3
* xyz 0 1
C -0.466 -1.864 -1.713
C 3.771 0.778 -1.731
C 2.753 0.940 -2.679
C 3.682 0.084 -0.589
C 1.467 0.249 -2.368
C 2.461 -0.437 -0.219
C 1.444 -0.332 -1.139
C -3.369 -0.272 -0.007
C -0.746 1.519 0.249
C -1.357 -0.764 2.296
C -0.512 -1.580 -0.387
N -0.486 -2.069 -2.835
O 0.001 -2.414 0.545
Si -1.533 -0.199 0.434
H 4.769 1.207 -1.937
H 2.933 1.598 -3.510
H 4.485 -0.162 0.149
H 0.766 0.159 -3.086
H 2.357 -0.909 0.761
H -3.799 0.694 0.104
H -3.304 -0.321 -1.067
H -3.932 -1.095 0.287
H -1.052 2.053 -0.642
H -0.606 2.144 1.168
H 0.280 1.123 -0.090
H -0.371 -0.575 2.717
H -2.052 -0.171 2.902
H -1.763 -1.778 2.515
H 0.790 -2.987 0.329
*
```

---

The following is a quantum chemistry calculation of a molecular structure, C11H15NPSc, from the Open Molecules 2025 dataset.

Values from the calculation:
Gap between HOMO and LUMO, eV: 4.24
Energy relative to the best compared isomer or geometry (same formula, charge and spin), kcal per mole: 20.8
E_HOMO, eV: -4.26

Geometry as ORCA input:
```
! RIJCOSX wB97M-V def2-TZVPD def2/J DEFGRID3
* xyz 0 1
C 0.539 -0.861 -3.115
C -0.658 0.079 -3.232
C -0.165 1.335 -2.924
C 1.104 1.397 -2.403
C 1.570 0.065 -2.240
Sc -0.236 0.032 -1.054
P 1.106 -2.293 -0.532
H 0.505 -1.859 -3.648
H -1.754 -0.045 -3.405
H -0.601 2.254 -3.161
H 2.594 0.090 -1.790
H 1.498 2.329 -2.100
H 2.322 -2.327 0.293
H 1.474 -3.360 -1.499
H 0.255 -3.082 0.317
N -1.567 1.220 0.232
C -1.043 0.867 1.506
C 0.330 1.113 1.733
C 0.880 0.448 2.851
C 0.100 -0.358 3.713
C -1.260 -0.556 3.443
C -1.831 0.111 2.354
H -1.224 2.106 -0.146
H -2.533 0.992 -0.065
H 0.980 1.754 1.083
H 1.919 0.625 3.115
H 0.488 -0.926 4.573
H -1.944 -1.128 4.092
H -2.849 -0.022 2.010
*
```

---

The following is a quantum chemistry calculation of 2 unconnected molecules or ions with the total composition C11H15O3S, from the Open Molecules 2025 dataset.

Values from the calculation:
Gap between HOMO and LUMO, eV: 6.42
Energy relative to the best compared isomer or geometry (same formula, charge and spin), kcal per mole: 18.4
E_HOMO, eV: -3.19

Geometry as ORCA input:
```
! RIJCOSX wB97M-V def2-TZVPD def2/J DEFGRID3
* xyz -1 1
C -3.698 -1.299 0.011
C 0.522 -1.512 1.004
C -0.327 -1.676 -0.238
C -1.361 0.007 1.689
C -0.328 2.154 0.098
C 0.177 -0.057 1.411
C -1.905 0.145 0.277
C -0.741 -0.187 -0.676
C 0.251 0.738 0.073
C -0.982 0.009 -2.186
C 1.579 0.672 -0.458
O -3.482 -1.922 -0.958
O -4.418 -1.047 0.931
O -2.822 2.634 0.861
S -2.185 1.876 -0.225
H 0.322 -2.311 1.701
H 1.572 -1.426 0.811
H 0.157 -1.959 -1.127
H -1.258 -2.192 0.067
H -1.780 -0.875 2.151
H -1.782 0.800 2.327
H -0.196 2.690 1.035
H 0.003 2.946 -0.498
H 0.860 0.425 2.102
H -1.165 1.006 -2.405
H -1.954 -0.493 -2.245
H -0.242 -0.539 -2.864
H 2.026 1.637 -0.921
H 1.641 -0.179 -1.165
H 2.304 0.757 0.398
*
```

---

The following is a quantum chemistry calculation of a molecular structure, C11H16AgO2Sb, from the Open Molecules 2025 dataset.

Values from the calculation:
Gap between HOMO and LUMO, eV: 7.08
Energy relative to the best compared isomer or geometry (same formula, charge and spin), kcal per mole: 4.8
E_HOMO, eV: -7.03

Geometry as ORCA input:
```
! RIJCOSX wB97M-V def2-TZVPD def2/J DEFGRID3
* xyz 0 1
Ag 7.203 9.391 6.230
C 6.771 5.209 4.545
C 7.518 6.297 5.317
O 6.867 7.089 6.042
C 8.999 6.359 5.149
C 9.790 5.229 4.933
C 11.034 5.292 4.323
C 11.556 6.534 3.979
C 10.869 7.710 4.235
C 9.596 7.697 4.834
O 8.981 8.793 5.009
H 6.069 5.666 3.821
H 6.167 4.559 5.224
H 7.519 4.610 4.043
H 9.334 4.251 5.144
H 11.612 4.384 4.206
H 12.473 6.575 3.415
H 11.324 8.654 3.954
C 4.862 13.244 4.813
Sb 6.401 11.742 5.040
C 5.332 10.279 3.752
C 8.088 12.407 3.874
H 4.369 13.135 3.852
H 5.354 14.178 4.935
H 4.113 13.057 5.575
H 4.689 10.916 3.179
H 4.808 9.548 4.394
H 6.084 9.844 3.109
H 7.747 13.238 3.222
H 8.378 11.551 3.266
H 8.885 12.683 4.569
*
```

---

The following is a quantum chemistry calculation of a molecular structure, C11H16AlF3NO7PS, from the Open Molecules 2025 dataset.

Values from the calculation:
Gap between HOMO and LUMO, eV: 5.35
E_HOMO, eV: -0.44

Geometry as ORCA input:
```
! RIJCOSX wB97M-V def2-TZVPD def2/J DEFGRID3
* xyz -2 1
C -2.012 1.900 2.891
C -0.982 1.320 2.926
C 0.216 0.509 2.623
O -0.148 -0.818 2.716
Al 0.563 -1.831 1.391
P 2.039 -3.438 2.384
O 3.511 -3.129 2.197
C -0.605 -2.848 0.111
O -1.824 -3.092 0.319
O 0.036 -3.212 -0.925
O 1.348 -0.350 0.727
C 0.800 0.806 1.194
C -0.120 1.544 0.222
C -1.146 0.635 -0.464
C -1.661 1.232 -1.771
C -2.634 0.269 -2.441
C -1.993 -0.947 -3.129
N -0.576 -0.783 -3.469
S 2.302 1.884 1.358
O 1.950 3.262 1.585
O 3.243 1.323 2.282
C 3.181 1.822 -0.315
F 4.413 1.331 -0.144
F 3.282 3.084 -0.773
F 2.542 1.095 -1.237
H -2.931 2.413 2.848
H 0.967 0.786 3.367
H 1.768 -3.593 3.784
H 1.795 -4.732 1.842
H 0.452 2.028 -0.564
H -0.662 2.329 0.729
H -0.654 -0.299 -0.697
H -1.963 0.442 0.218
H -2.168 2.170 -1.552
H -0.815 1.433 -2.415
H -3.297 -0.117 -1.676
H -3.247 0.812 -3.159
H -2.151 -1.844 -2.542
H -2.514 -1.093 -4.074
H -0.261 -1.704 -3.738
H -0.043 -0.601 -2.630
*
```

---

The following is a quantum chemistry calculation of a molecular structure, C11H16BF2IInN2O3S2, from the Open Molecules 2025 dataset.

Values from the calculation:
Gap between HOMO and LUMO, eV: 7.41
Energy relative to the best compared isomer or geometry (same formula, charge and spin), kcal per mole: 0.0
E_HOMO, eV: -5.06

Geometry as ORCA input:
```
! RIJCOSX wB97M-V def2-TZVPD def2/J DEFGRID3
* xyz -1 1
In 2.748 -0.921 -0.879
C 0.360 1.071 2.494
O -0.260 -0.175 2.229
C -1.607 -0.078 1.911
C -2.230 -1.447 1.610
O -1.968 -1.881 0.303
C -3.025 -1.871 -0.590
C -3.436 -0.519 -1.197
O -2.284 0.143 -1.646
C -2.424 1.460 -2.034
H -0.050 1.558 3.372
H 1.421 0.967 2.632
H 0.260 1.795 1.647
H -2.177 0.392 2.804
H -1.828 0.582 1.064
H -1.725 -2.103 2.344
H -3.365 -1.363 1.765
H -2.739 -2.558 -1.375
H -3.934 -2.277 -0.038
H -4.240 -0.683 -1.961
H -3.931 0.091 -0.350
H -2.717 2.131 -1.242
H -1.493 1.838 -2.381
H -3.127 1.566 -2.883
S 1.483 1.292 -1.050
C 2.845 2.215 -0.434
C 2.513 3.241 0.525
N 2.136 4.010 1.310
C 4.126 1.936 -0.786
S 4.539 0.582 -1.840
C 5.249 2.567 -0.222
N 6.205 3.026 0.289
F 2.614 -3.195 1.337
B 2.614 -1.826 1.306
F 2.706 -1.286 2.535
I 2.883 -3.101 -3.827
C 1.698 -2.282 -2.231
H 0.954 -1.797 -2.783
H 1.206 -3.102 -1.728
*
```

---

Number 1: E -1366.77675 a.u., largest force on an atom 3.774 eV Å⁻¹. Number 2: E -847.48702 a.u., largest force on an atom 5.778 eV Å⁻¹. Number 3: E -1584.77679 a.u., largest force on an atom 3.173 eV Å⁻¹. Number 4: E -1052.00699 a.u., largest force on an atom 4.933 eV Å⁻¹. Number 5: E -966.36905 a.u., largest force on an atom 2.073 eV Å⁻¹. Number 6: E -2291.83421 a.u., largest force on an atom 1.997 eV Å⁻¹. Number 7: E -2272.88097 a.u., largest force on an atom 3.675 eV Å⁻¹.